Record 1
This record from OMol25 describes the molecule C7H14NO3PS. The level of theory is ωB97M-V with the def2-TZVPD basis set.

XYZ file:
```
27
Properties=species:S:1:pos:R:3:forces:R:3:mulliken_charge:R:1
C -0.232 -1.106 -0.230 3.900 -1.514 -0.673 0.2323
C 2.026 -2.115 0.647 1.332 2.373 -0.231 -0.7228
C 2.349 -1.846 -0.807 -2.383 0.746 1.126 -0.5930
C 1.288 -0.956 -0.122 -0.292 -0.116 1.872 0.6993
C -2.658 0.970 1.157 0.177 3.862 -0.339 -1.2552
C -2.458 0.595 -1.412 -0.427 -2.755 0.605 -1.1859
C -2.199 0.136 0.056 -1.470 -1.836 -1.989 0.4412
N 1.401 1.554 1.666 0.040 -1.244 -0.904 -0.8245
O -0.639 -2.160 -0.646 -1.664 0.510 0.067 -0.6162
O 3.370 0.555 0.379 0.349 1.333 -0.335 -0.5106
O -0.795 -0.019 0.231 -0.481 -0.119 -0.296 -0.1831
P 1.787 0.705 0.397 -1.583 1.212 -0.022 0.7992
S 1.341 1.665 -1.593 0.729 -0.547 0.317 -0.3753
H 1.396 -2.957 0.870 0.067 -0.169 0.179 0.3516
H 2.746 -1.666 1.430 -1.172 -1.368 -1.276 0.2050
H 3.116 -1.193 -1.103 1.491 0.001 -0.207 0.2724
H 1.880 -2.423 -1.574 0.038 -0.677 -0.224 0.2763
H -3.487 0.564 1.619 -2.158 -0.476 0.699 0.3689
H -1.928 0.961 1.909 1.209 -0.076 1.163 0.3326
H -2.791 2.099 0.946 -0.054 -1.786 -0.004 0.2755
H -2.064 -0.194 -2.107 -0.300 0.608 0.657 0.3155
H -1.854 1.429 -1.527 0.678 2.027 -0.651 0.2530
H -3.526 0.706 -1.662 0.522 0.347 0.375 0.3805
H -2.697 -0.849 0.193 0.665 0.306 -0.212 0.3046
H 0.489 1.400 2.096 0.322 0.162 -0.381 0.2660
H 3.657 1.483 0.545 0.421 -0.774 0.062 0.3504
H 0.480 2.661 -1.359 0.044 -0.030 0.623 0.1423
```
Positions in Å, forces in eV/Å.

Energy relative to the best compared isomer or geometry (same formula, charge and spin) = 36.13 kcal per mole
Molar mass = 223.2 g mol⁻¹
SMILES = CC(C)OC(=O)C1([P@@](=N)(O)S)CC1
Net charge = 0
Highest occupied orbital energy = -9.02 eV
Spin multiplicity = 1
Gap between HOMO and LUMO = 9.6 eV
Total energy = -1295.121383 Ha

Record 2
This record from OMol25 describes a structure of composition C7H14NO4P. The level of theory is ωB97M-V with the def2-TZVPD basis set.

XYZ file:
```
27
Properties=species:S:1:pos:R:3:forces:R:3:mulliken_charge:R:1
C 0.061 -2.945 0.301 -0.390 -0.090 -0.027 -0.1633
C -0.012 2.218 1.993 -0.070 0.068 0.057 -1.1933
C -1.227 1.644 -1.982 0.097 -0.376 0.256 -1.4754
C 0.171 -0.253 -2.898 -0.106 0.013 0.383 -1.4253
C 0.751 0.904 1.962 -0.491 -0.536 -0.410 -0.4920
C 0.804 -1.827 0.864 -0.226 0.596 2.113 -0.3134
C -0.619 0.274 -1.709 -0.388 0.015 -0.688 0.6417
N 0.767 -2.275 2.780 1.046 0.203 -1.068 0.1875
O 0.564 -3.877 -0.274 0.179 -0.336 -0.196 -0.5050
O 1.837 -2.396 3.198 -1.122 0.153 -0.667 -0.2040
O -1.564 -0.414 1.020 -0.554 -0.167 0.364 -0.8206
O 0.280 0.384 -0.597 0.215 0.035 0.658 -0.3207
P -0.122 -0.244 0.830 1.682 0.244 -0.321 0.9297
H -1.026 -2.869 0.464 -0.134 -0.208 -0.035 0.3964
H -1.032 2.041 2.326 -0.080 0.099 0.023 0.3369
H 0.463 2.928 2.666 0.005 0.053 0.025 0.3863
H -0.048 2.652 0.996 -0.021 0.111 -0.043 0.2645
H -1.795 1.972 -1.115 -0.068 0.078 0.053 0.3013
H -0.444 2.367 -2.192 0.104 0.098 -0.050 0.3251
H -1.895 1.583 -2.836 -0.098 0.037 -0.123 0.4439
H 0.992 0.425 -3.121 0.088 0.065 -0.065 0.3303
H -0.473 -0.330 -3.769 -0.060 -0.017 -0.110 0.4104
H 0.581 -1.236 -2.676 0.042 -0.078 -0.028 0.3282
H 0.770 0.439 2.950 0.065 0.005 0.029 0.3465
H 1.773 1.048 1.612 0.053 -0.151 -0.024 0.3592
H 1.865 -1.790 0.649 0.110 0.003 -0.040 0.5140
H -1.422 -0.423 -1.442 0.121 0.085 -0.066 0.4111
```
Positions in Å, forces in eV/Å.

Energy relative to the best compared isomer or geometry (same formula, charge and spin) = 60.89 kcal per mole
Molar mass = 207.2 g mol⁻¹
Net charge = 0
Highest occupied orbital energy = -9.31 eV
Spin multiplicity = 1
Gap between HOMO and LUMO = 8.2 eV
Total energy = -972.141445 Ha

Record 3
This record from OMol25 describes a structure of composition C7H14NOS. The level of theory is ωB97M-V with the def2-TZVPD basis set.

XYZ file:
```
24
Properties=species:S:1:pos:R:3:forces:R:3:mulliken_charge:R:1
C -1.564 -1.099 -0.879 -2.143 -0.560 -1.021 -0.1022
C 2.920 0.394 -1.985 1.348 -0.170 -1.018 -0.4429
C 1.543 0.892 -2.056 -1.315 2.679 -0.784 -0.4305
C 2.005 0.282 -0.810 -0.105 -1.337 4.081 -0.0654
C -1.487 -0.856 2.364 1.081 -2.833 -3.014 -1.3826
C -1.676 1.239 0.904 -1.412 -1.388 -0.788 -1.0073
C -0.875 -0.066 1.161 -1.250 1.039 0.849 0.4607
N -0.702 -0.802 -0.002 0.382 -2.252 -4.040 -0.1551
O 1.683 -1.417 1.196 0.333 -0.147 -0.904 -0.4254
S 1.424 -1.409 -0.240 -0.881 1.783 0.416 0.5972
H -1.358 -1.666 -1.877 0.064 1.042 2.080 0.2583
H -2.711 -0.836 -0.718 2.484 -0.457 -0.286 0.2290
H 3.202 -0.528 -2.555 -0.171 1.073 0.644 0.2518
H 3.611 1.257 -1.971 0.170 -1.211 0.229 0.2410
H 1.505 2.038 -1.926 -0.396 -1.970 -0.587 0.2062
H 0.814 0.446 -2.745 0.195 0.162 0.600 0.2596
H 2.191 0.805 0.228 -0.382 -0.659 -2.365 0.3329
H -1.359 -0.216 3.146 0.609 1.118 2.632 0.4670
H -2.529 -1.161 2.338 -0.324 0.487 -0.670 0.3431
H -0.938 -1.857 2.396 -0.383 1.523 0.624 0.3404
H -2.672 0.840 0.473 1.380 1.174 0.595 0.2909
H -1.304 2.114 0.328 0.200 -1.065 0.161 0.2853
H -1.884 1.539 1.896 -0.487 0.897 0.889 0.3877
H 0.161 0.067 1.335 1.003 1.072 1.678 0.0603
```
Positions in Å, forces in eV/Å.

Energy relative to the best compared isomer or geometry (same formula, charge and spin) = 78.48 kcal per mole
Molar mass = 160.3 g mol⁻¹
Net charge = +1
Highest occupied orbital energy = -14.61 eV
Spin multiplicity = 1
Gap between HOMO and LUMO = 9.3 eV
Total energy = -802.893486 Ha

Record 4
This record from OMol25 describes the molecule C7H14NP. The level of theory is ωB97M-V with the def2-TZVPD basis set.

XYZ file:
```
23
Properties=species:S:1:pos:R:3:forces:R:3:mulliken_charge:R:1
C 0.714 1.079 -1.370 -1.076 -0.678 0.197 0.2983
C -1.422 -2.548 1.597 0.666 -3.142 -1.178 -0.7424
C 0.068 0.347 -0.346 0.042 0.043 -1.235 -0.6307
C -0.385 -1.715 1.618 0.340 0.299 -0.828 0.4630
C 1.077 -1.992 1.995 -1.534 -1.810 2.231 -1.0549
C 1.930 2.765 -2.805 -1.586 -2.204 -0.607 -0.8838
C -2.508 0.063 0.871 2.137 0.263 -1.240 -1.1940
N 1.393 2.308 -1.551 -1.145 -1.169 1.431 -0.2182
P -0.667 0.089 1.483 -0.502 1.672 -2.538 0.0319
H 0.581 0.536 -2.381 0.434 1.116 1.586 0.1580
H 1.601 2.955 -0.793 -0.501 -0.864 -0.030 0.2217
H -2.428 -2.320 1.280 0.017 0.585 0.388 0.3302
H -1.310 -3.711 1.542 0.274 2.112 0.686 0.1934
H -0.440 -0.504 -0.845 0.602 0.373 0.152 0.1456
H 1.307 -3.141 2.086 -0.451 2.264 -0.136 0.2835
H 1.876 -1.483 1.467 -0.343 0.172 -0.288 0.3027
H 0.944 -1.533 3.039 1.311 -0.861 -0.978 0.2988
H 2.320 1.924 -3.372 0.381 -0.011 -0.001 0.3172
H 2.660 3.407 -2.510 2.515 1.861 0.163 0.3445
H 1.269 3.285 -3.485 -0.699 0.227 0.077 0.2535
H -2.944 1.038 0.666 0.590 0.206 -0.566 0.3614
H -2.667 -0.686 0.053 0.029 0.834 0.792 0.2981
H -2.969 -0.164 1.762 -1.501 -1.287 1.923 0.4224
```
Positions in Å, forces in eV/Å.

Energy relative to the best compared isomer or geometry (same formula, charge and spin) = 31.14 kcal per mole
Molar mass = 143.2 g mol⁻¹
SMILES = C=C(C)P(C)/C=C\NC
Net charge = 0
Highest occupied orbital energy = -7.75 eV
Spin multiplicity = 1
Gap between HOMO and LUMO = 8.7 eV
Total energy = -671.083972 Ha

Record 5
This record from OMol25 describes the ion C7H14NS with charge +1. The level of theory is ωB97M-V with the def2-TZVPD basis set.

XYZ file:
```
23
Properties=species:S:1:pos:R:3:forces:R:3:mulliken_charge:R:1
C -0.158 -0.947 0.217 -2.963 -0.745 0.459 0.0794
C -0.084 -2.248 -0.002 2.884 -1.003 0.351 -0.8610
C -3.094 -0.126 -0.748 2.000 0.518 -1.315 -0.7470
C 0.057 1.267 -0.376 -2.256 -1.064 -1.711 -0.9983
C -1.249 1.433 0.456 3.049 1.290 0.645 -0.3713
C 1.342 0.374 1.488 2.759 0.591 0.914 -0.8277
C 1.859 -0.452 -0.826 1.540 5.141 -2.506 -1.2043
N 0.833 0.124 0.135 0.341 -2.395 -1.285 0.5281
S -2.008 -0.187 0.542 -0.809 -0.041 -1.441 0.0595
H 0.840 -2.943 -0.160 -1.318 1.871 -0.030 0.2752
H -0.912 -2.900 0.152 -1.055 0.139 0.026 0.2866
H -2.736 0.114 -1.821 -0.224 0.137 1.990 0.2129
H -3.814 -0.897 -0.842 -0.569 -0.833 0.712 0.3682
H -0.086 1.221 -1.493 -0.430 -1.048 1.074 0.4663
H 0.577 2.130 -0.381 2.369 2.870 0.916 0.5163
H -0.888 1.886 1.487 -1.299 -1.171 -1.840 0.3461
H -1.769 2.208 -0.108 -0.785 -0.409 0.441 0.4825
H 1.052 -0.386 2.147 -0.682 -1.073 0.797 0.3959
H 2.441 0.420 1.588 -0.234 -0.473 -0.936 0.3720
H 1.140 1.319 1.930 -1.129 0.892 -0.191 0.3482
H 1.519 -1.017 -1.681 -0.844 -0.028 0.320 0.4362
H 2.436 0.485 -1.289 -1.491 -1.571 0.729 0.3865
H 2.701 -0.877 -0.415 1.146 -1.598 1.880 0.4496
```
Positions in Å, forces in eV/Å.

Energy relative to the best compared isomer or geometry (same formula, charge and spin) = 109.19 kcal per mole
Molar mass = 144.3 g mol⁻¹
Net charge = +1
Highest occupied orbital energy = -11.57 eV
Spin multiplicity = 1
Gap between HOMO and LUMO = 8.7 eV
Total energy = -727.608292 Ha

Record 6
This record from OMol25 describes a cluster of 2 separate species, C7H14NSSi in total. The level of theory is ωB97M-V with the def2-TZVPD basis set.

XYZ file:
```
24
Properties=species:S:1:pos:R:3:forces:R:3:mulliken_charge:R:1
C -2.554 1.478 0.087 1.034 0.775 -0.571 -0.2654
C -3.763 1.243 0.692 2.423 -1.811 -2.272 -0.4034
C -3.063 -0.612 -0.680 -0.147 0.834 0.657 -0.2105
C 1.947 -1.926 1.515 0.749 -0.849 1.069 -1.0290
C 2.964 -0.567 -1.208 1.029 2.616 0.894 -0.9471
C 1.433 1.298 0.998 2.500 -2.500 -2.863 -0.8159
C -1.016 0.276 -1.468 0.387 0.152 2.307 -0.9325
N -2.126 0.394 -0.747 -4.025 -1.483 2.376 0.1074
Si 2.094 -0.479 0.446 -1.548 2.783 -0.883 0.5154
S -4.445 -0.285 0.306 1.381 0.614 -0.522 -0.0401
H -1.862 2.428 0.088 -1.786 -2.063 0.112 0.2608
H -4.352 1.930 1.125 -1.653 2.338 1.879 0.4971
H -2.950 -1.614 -1.062 0.417 0.248 -0.311 0.3513
H 0.957 -2.151 1.858 -0.935 0.841 0.694 0.4034
H 1.995 -2.774 0.882 0.897 -1.076 -0.990 0.3645
H 2.643 -2.125 2.383 -0.567 0.612 -1.017 0.3629
H 4.063 -0.346 -0.992 -1.157 -0.621 -0.390 0.3592
H 2.796 -1.523 -1.547 0.244 -2.505 -0.798 0.3706
H 2.677 0.089 -2.071 -0.089 -0.125 1.265 0.3425
H 0.800 1.112 1.796 -1.068 0.451 1.683 0.3626
H 2.371 1.835 1.090 -0.090 0.516 0.877 0.4063
H 0.990 1.651 0.072 -0.398 0.116 0.228 0.1123
H -0.478 1.137 -1.422 1.810 1.939 -0.886 0.4751
H -1.121 -0.467 -2.140 0.593 -1.801 -2.541 0.3526
```
Positions in Å, forces in eV/Å.

Energy relative to the best compared isomer or geometry (same formula, charge and spin) = 100.22 kcal per mole
Molar mass = 172.3 g mol⁻¹
Net charge = +1
Highest occupied orbital energy = -9.79 eV
Spin multiplicity = 1
Gap between HOMO and LUMO = 5.1 eV
Total energy = -1017.159012 Ha

Question: What is the total energy in the fifth record?
Answer: -727.608292 Ha

Question: Among the records above, which one has the highest total energy?
Answer: C7H14NP

Question: Among the records above, which one has the lowest energy relative to the best compared isomer or geometry (same formula, charge and spin)?
Answer: C7H14NP